[1]
Entry from OMol25: a 2-piece molecular cluster, CH9N5O overall at a distorted geometry (ωB97M-V/def2-TZVPD).

CARTESIAN COORDINATES (ANGSTROEM)
C  -1.229  0.952  -0.074
N  -1.771  -0.117  -0.228
N  -1.339  2.201  0.026
N  0.993  0.036  0.301
N  -1.625  -1.426  0.047
N  2.226  0.495  -0.356
O  0.919  -1.377  0.055
H  -2.289  2.339  0.420
H  -0.532  2.795  -0.006
H  -2.087  -1.965  -0.668
H  -0.198  -1.623  0.008
H  -1.938  -1.833  1.054
H  2.285  1.477  -0.370
H  2.164  -0.060  -1.217
H  3.052  0.063  0.212
H  1.369  -1.958  0.796

As for the LUMO energy: -8.5 eV. The orbital gap is 8.79 eV. The total energy is -391.6198 Ha. For the energy above the lowest of the compared OMol25 structures with the same formula, charge and spin, the calculation gives 2.504 eV. For the highest occupied orbital energy, the calculation gives -17.30 eV. Its total charge is +2.


[2]
Entry from OMol25: a 2-piece molecular cluster, C2H5NOS overall at a distorted geometry (ωB97M-V/def2-TZVPD).

CARTESIAN COORDINATES (ANGSTROEM)
C  2.334  -0.127  -1.761
C  -3.014  0.751  1.971
N  -2.752  -0.349  2.181
O  -2.484  -1.499  2.185
S  0.600  0.200  -1.094
H  3.068  -0.210  -0.952
H  2.590  0.759  -2.299
H  2.303  -0.935  -2.478
H  -3.135  1.811  2.111
H  0.489  -0.401  0.135

As for the LUMO energy (spin up / spin down): 0.8 / -2.9 eV. The orbital gap (spin up / spin down) is 4.92 / 7.08 eV. The total energy is -607.0677 Ha. The expectation value of S² is 2.0041. Its multiplicity is 3. For the energy above the lowest of the compared OMol25 structures with the same formula, charge and spin, the calculation gives 5.038 eV. For the highest occupied orbital energy (spin up / spin down), the calculation gives -4.11 / -9.96 eV. Its total charge is 0.


[3]
Entry from OMol25: a 2-piece molecular cluster, C28H24O5 overall at a distorted geometry (ωB97M-V/def2-TZVPD).

CARTESIAN COORDINATES (ANGSTROEM)
C  1.076  -0.077  4.752
C  2.024  -0.090  3.564
C  3.486  -0.220  3.989
O  1.748  -1.207  2.691
C  0.568  -1.151  1.981
O  0.100  -2.189  1.544
C  -0.002  0.150  1.760
C  -1.309  0.272  1.104
C  -2.452  0.153  2.109
C  -2.909  1.292  2.772
C  -3.950  1.183  3.697
C  -4.503  -0.072  3.976
C  -4.008  -1.218  3.344
C  -2.965  -1.105  2.423
C  0.731  1.327  2.131
O  0.396  2.464  1.840
O  1.918  1.138  2.809
H  0.027  0.015  4.442
H  1.207  -1.004  5.324
H  1.339  0.761  5.407
H  4.130  -0.231  3.107
H  3.766  0.624  4.624
H  3.630  -1.149  4.545
H  -1.338  1.264  0.636
H  -1.383  -0.548  0.375
H  -2.432  2.249  2.548
H  -4.322  2.082  4.188
H  -5.322  -0.157  4.690
H  -4.426  -2.202  3.557
H  -2.524  -1.978  1.938
C  6.486  -5.117  0.330
C  5.145  -5.132  -0.074
C  4.449  -3.934  -0.231
C  5.086  -2.684  0.007
C  4.397  -1.429  -0.166
O  5.137  -0.328  0.150
C  4.634  0.950  -0.019
C  3.298  1.120  -0.435
C  2.799  2.444  -0.528
C  3.611  3.516  -0.222
C  4.938  3.311  0.191
C  5.460  2.024  0.303
C  2.534  -0.028  -0.700
C  3.083  -1.293  -0.577
C  6.435  -2.694  0.416
C  7.123  -3.892  0.574
H  7.032  -6.050  0.454
H  4.641  -6.080  -0.267
H  3.404  -3.939  -0.543
H  1.759  2.562  -0.837
H  3.210  4.527  -0.302
H  5.564  4.172  0.425
H  6.485  1.846  0.625
H  1.509  0.088  -1.055
H  2.509  -2.191  -0.793
H  6.945  -1.753  0.607
H  8.165  -3.859  0.890

As for the LUMO energy: -2.4 eV. The orbital gap is 4.04 eV. The total energy is -1457.5554 Ha. For the highest occupied orbital energy, the calculation gives -6.45 eV. Its total charge is 0.


For the records above, the corresponding molecular weight values read 107.12 91.13 440.49 g mol⁻¹.